Entry 1:
{
  "formula": "C22H18F9MnO2",
  "method": "wB97M-V/def2-TZVPD",
  "species": ["C", "C", "C", "H", "C", "C", "H", "H", "H", "H", "C", "C", "C", "H", "C", "C", "H", "H", "H", "H", "Mn", "O", "C", "C", "H", "H", "H", "H", "C", "C", "C", "H", "C", "H", "C", "H", "C", "H", "F", "C", "F", "F", "C", "O", "C", "F", "F", "F", "C", "F", "F", "F"],
  "xyz": [[0.4301, -1.9119, 2.4439], [-0.8992, -1.9558, 1.9449], [-0.8155, -2.2210, 0.5402], [-1.8118, -1.7780, 2.5254], [0.5920, -2.1770, 0.1854], [1.3633, -1.8065, 1.3242], [2.4586, -1.7795, 1.4501], [0.8113, -1.7220, 3.4310], [-1.6571, -2.4733, -0.0849], [0.9911, -2.4482, -0.7826], [-1.0068, 2.1442, 1.0683], [-0.6019, 1.9307, 2.4571], [0.7672, 1.6905, 2.4925], [-1.3913, 1.5669, 3.1580], [1.3412, 1.8249, 1.1553], [0.2288, 2.2319, 0.3154], [0.3009, 2.6211, -0.6896], [-2.0226, 2.3716, 0.7510], [1.4788, 1.3397, 3.3054], [2.4080, 1.8841, 0.9332], [0.0162, -0.0278, 0.7203], [-0.3072, -0.1583, -3.1171], [-1.4089, -0.8920, -3.5815], [-0.1056, -0.9171, -4.3035], [-1.6796, -1.8171, -2.9934], [-2.2681, -0.3284, -4.0616], [0.5184, -1.8451, -4.2177], [0.8132, -1.9441, -6.6437], [0.5563, -0.8843, -6.7487], [0.0672, -0.1946, -5.6216], [-0.2735, 1.1639, -5.7115], [-0.6273, 1.7104, -4.8233], [-0.1150, 1.8305, -6.9330], [-0.3653, 2.8930, -7.0041], [0.3640, 1.1458, -8.0600], [0.4839, 1.6665, -9.0160], [0.6990, -0.2109, -7.9663], [1.0771, -0.7598, -8.8278], [0.2365, 2.4702, 4.8221], [-0.4160, 1.3597, 5.2552], [-0.1175, 1.2235, 6.5706], [-1.7520, 1.6313, 5.1393], [0.0092, 0.0010, 4.5912], [-0.1218, -0.0632, 3.1274], [1.4647, -0.2852, 5.1343], [1.2893, -0.7625, 6.3914], [2.3072, -1.1716, 4.5114], [2.1991, 0.8683, 5.2092], [-1.0979, -1.0218, 4.9509], [-1.2514, -0.9702, 6.2948], [-2.2890, -0.7214, 4.3580], [-0.8706, -2.3211, 4.6303]],
  "atomic_forces_ev_per_a": [[1.85, -0.01, -1.83], [0.26, -1.63, -0.70], [1.22, 0.26, 0.51], [0.61, -0.43, -0.60], [-0.88, 0.26, -1.02], [-1.03, -2.19, 1.61], [-0.78, 0.00, -0.33], [-0.40, -1.34, -0.89], [0.08, 0.06, -0.27], [-0.04, 0.19, -0.10], [2.05, 0.65, 1.46], [-2.51, 0.74, -2.29], [3.72, 1.31, -1.62], [1.14, 1.21, -0.93], [-1.71, 1.36, 1.40], [-0.44, -0.86, -0.40], [0.07, -0.17, -0.15], [0.37, -0.05, -0.12], [-1.37, 1.22, -1.48], [-0.46, -0.14, -0.06], [-0.16, 0.37, 0.58], [0.29, 0.18, -0.20], [-0.87, -1.03, -0.61], [-0.12, -0.75, -0.50], [0.21, 1.24, -0.49], [1.12, -0.54, 0.77], [-0.52, 0.96, 0.20], [-0.04, 0.41, -0.14], [-0.25, 0.50, 0.40], [-0.03, 0.10, 0.40], [0.21, 0.03, -0.34], [0.21, -0.42, -0.46], [0.02, -0.26, -0.04], [0.09, -0.38, 0.00], [-0.01, -0.09, 0.14], [-0.05, -0.17, 0.41], [-0.13, 0.01, 0.39], [-0.09, 0.22, 0.12], [-0.75, -0.92, 1.13], [0.18, 0.83, 0.24], [-0.57, 1.00, 0.03], [1.15, -0.32, 0.67], [-0.96, -0.35, -5.44], [-0.27, -0.63, 6.69], [0.49, -0.23, 0.87], [0.95, -0.11, -0.25], [-1.19, 0.99, 0.44], [-0.52, -1.00, 0.21], [-0.03, -0.40, 0.65], [-1.08, -0.67, 0.12], [0.92, -0.05, 0.93], [0.08, 1.02, 0.87]],
  "total_charge": -1,
  "max_force_ev_per_a": 6.723,
  "de_lowest_kcal_mol": 84.0,
  "multiplicity": 6,
  "homo_ev": [-2.2549, -2.8016],
  "orbital_gap_ha": [0.1714, 0.1914]
}

Entry 2:
{
  "formula": "C22H18MgN7O6S",
  "method": "wB97M-V/def2-TZVPD",
  "species": ["Mg", "O", "C", "O", "C", "C", "C", "C", "C", "N", "C", "O", "O", "H", "H", "H", "N", "C", "C", "C", "C", "C", "C", "S", "O", "O", "N", "C", "N", "C", "C", "C", "N", "H", "H", "H", "H", "H", "H", "H", "H", "H", "N", "C", "C", "C", "N", "C", "C", "H", "H", "H", "H", "H", "H"],
  "xyz": [[-0.0413, 1.7846, -0.3673], [-2.8425, 2.7956, 2.3297], [-2.1137, 2.6510, 1.3611], [-0.8280, 2.5907, 1.3233], [-2.7570, 2.5539, -0.0409], [-4.0943, 2.5441, -0.3909], [-4.4008, 2.4270, -1.7471], [-3.4050, 2.3157, -2.7138], [-2.0929, 2.3216, -2.2744], [-1.8408, 2.4560, -0.9875], [-0.7974, 2.1256, -3.0874], [-0.8789, 2.0247, -4.3041], [0.2593, 2.0920, -2.3565], [-4.8581, 2.6076, 0.3712], [-5.4402, 2.4075, -2.0538], [-3.6269, 2.2020, -3.7653], [3.0942, -3.0239, -5.3651], [2.2084, -2.6438, -4.3504], [2.0752, -3.4242, -3.2024], [1.1721, -3.0675, -2.2158], [0.3871, -1.9343, -2.3776], [0.5096, -1.1478, -3.5193], [1.4168, -1.5060, -4.4992], [-0.7346, -1.4377, -1.1183], [-0.9723, -2.5830, -0.2789], [-1.8534, -0.8110, -1.7784], [-0.0131, -0.2396, -0.3131], [1.2545, -0.2990, 0.1476], [1.7957, 0.9469, 0.3292], [3.0092, 1.0183, 0.8529], [3.7397, -0.1039, 1.1775], [3.1295, -1.3226, 0.8991], [1.9163, -1.4436, 0.3965], [3.8659, -3.5953, -5.0626], [3.3869, -2.2737, -5.9698], [2.6876, -4.3117, -3.0845], [1.0643, -3.6553, -1.3158], [-0.0942, -0.2576, -3.6445], [1.5132, -0.8936, -5.3887], [3.4086, 2.0167, 0.9974], [4.7293, -0.0385, 1.6031], [3.6547, -2.2531, 1.0983], [-0.7481, 0.1623, 7.0636], [-0.5666, 0.0555, 5.6847], [-1.2170, -0.9264, 4.9448], [-0.9778, -1.0030, 3.5838], [-0.1597, -0.1936, 2.9159], [0.4510, 0.7469, 3.6365], [0.2975, 0.9056, 5.0022], [-1.6202, -0.2109, 7.4020], [-0.5537, 1.0753, 7.4419], [-1.9119, -1.6099, 5.4182], [-1.4771, -1.7601, 2.9867], [1.0724, 1.4426, 3.0842], [0.8183, 1.7009, 5.5223]],
  "atomic_forces_ev_per_a": [[0.18, 0.73, 0.01], [-0.07, 0.02, 0.14], [0.25, 0.11, -0.25], [-0.37, -0.09, 0.18], [0.14, 0.05, -0.03], [-0.07, 0.01, -0.06], [-0.03, 0.01, 0.02], [-0.03, 0.03, 0.00], [0.08, -0.03, 0.06], [-0.17, -0.07, -0.02], [0.05, 0.22, 0.29], [0.01, -0.07, -0.14], [-0.23, -0.06, -0.35], [0.00, 0.01, -0.01], [0.00, 0.00, 0.00], [-0.01, -0.01, 0.01], [-0.06, -0.05, -0.05], [0.05, -0.01, 0.00], [0.01, -0.01, 0.00], [-0.06, 0.05, -0.05], [0.22, 0.07, -0.11], [0.03, -0.04, 0.02], [-0.04, 0.03, -0.01], [-0.24, 0.02, 0.32], [-0.04, -0.03, -0.03], [-0.06, -0.06, 0.08], [0.68, -0.33, -0.22], [-0.26, -0.27, 0.07], [-0.05, -0.35, 0.17], [-0.10, 0.22, -0.08], [0.04, -0.10, 0.02], [0.01, -0.01, 0.01], [0.05, 0.03, -0.08], [0.02, 0.03, 0.02], [0.02, 0.02, 0.02], [-0.01, 0.00, 0.00], [0.00, 0.00, 0.03], [0.03, -0.06, 0.00], [-0.01, 0.00, 0.01], [0.00, 0.00, 0.02], [0.00, -0.01, 0.00], [0.00, -0.01, 0.00], [0.06, -0.03, -0.01], [-0.03, 0.02, 0.06], [-0.02, 0.02, 0.00], [0.02, -0.10, -0.18], [0.16, 0.10, 0.23], [-0.13, 0.01, -0.05], [0.00, 0.03, 0.00], [-0.02, 0.02, -0.01], [-0.02, 0.01, -0.01], [0.01, -0.01, -0.01], [0.01, 0.00, 0.00], [0.02, -0.03, -0.01], [0.00, 0.00, -0.01]],
  "total_charge": -1,
  "max_force_ev_per_a": 0.787,
  "de_lowest_kcal_mol": 0.0,
  "homo_ev": -5.6482,
  "orbital_gap_ha": 0.3062
}

Question: Which formula does entry 1 have?
Answer: C22H18F9MnO2